ORCA calculation (ωB97M-V with the def2-TZVPD basis set) on the molecule C23H41Cl2N3O5 at a distorted geometry.

- Kohn-Sham gap: 9.7 eV
- Total charge: 0
- Calculated total energy: -64267.1867 eV
- SMILES: [H]/N=C(/N)NCCCC[C@]1(/C(Cl)=C(\C)Cl)OC(=O)O[C@@]1(CCCO)CCCCCCCCOC

Positions of all 74 atoms, in Å:
H 0.48610 0.25422 1.24097
C 2.27225 2.28541 -0.27868
O -1.09974 0.62274 -0.43768
H -5.07374 -2.86747 2.29583
C -2.67338 -1.89286 -1.04207
H -3.40355 -2.67238 -0.87410
C -0.14008 -2.67135 -2.86449
C -1.88854 2.47087 1.78868
H 1.81412 -1.45770 -1.09169
C 0.50864 3.23330 1.33534
C 3.78788 2.49545 -0.51704
H 6.07457 -0.68335 0.55428
H -0.16909 -0.45901 3.92609
H -0.31964 -1.60237 -2.76641
C -0.76080 -3.42954 -1.67529
C 4.65910 1.60551 0.36131
C 1.52521 3.53259 0.22039
H -1.56651 -4.07171 -2.01764
H 2.70192 -0.25137 -1.81331
H -1.23951 4.34107 0.94541
H -3.30668 2.03422 0.28150
H -3.51921 -2.14666 2.01877
H 6.77648 -0.45082 -1.06243
C -5.13855 -1.37210 0.81560
C 2.04216 -1.65810 -3.04707
O 5.82254 1.17199 -0.33461
H 0.73559 2.25253 1.74006
C 0.60463 -0.61677 3.18300
H 4.05998 3.53718 -0.40220
N 2.28417 -0.97623 -4.09639
H -1.87955 -0.13424 2.63194
O 1.59256 0.40015 3.36152
C -3.08831 -0.53005 -0.43218
H -2.66251 -1.74208 -2.11628
H 0.35230 -1.48907 1.24264
H 0.03045 -3.99789 -1.20358
C -2.79750 1.47882 1.06018
H 1.51279 -3.36086 -3.85561
H -3.54333 1.12422 1.76650
N 2.50611 -1.24354 -1.79881
H -0.63483 -2.96875 -3.78514
H 1.89991 -1.43521 -4.91494
H 4.00837 2.18644 -1.53482
H 2.45811 0.00490 3.30668
H 4.10193 0.72765 0.68965
H -4.20522 -3.31905 0.87342
H 1.06067 4.07179 -0.59928
C 5.92908 -0.22723 -0.42678
H 2.16885 1.47998 0.44278
C -2.08478 0.21683 0.50448
H 4.96425 2.13334 1.26426
C 0.03669 -0.58554 1.75507
H -1.02939 3.00521 -0.16798
Cl -6.81339 -1.25783 1.21483
C -1.50189 -0.54100 1.70435
H 0.61676 3.92455 2.16665
Cl -5.55262 0.73664 -0.74522
O -1.27998 1.59799 -2.51239
C -1.31068 -2.43259 -0.64087
C -0.95445 3.29579 0.87142
H -1.35090 -2.94894 0.31755
H 1.09316 -1.57372 3.33926
H -2.55210 3.16917 2.29213
H -1.30127 2.00958 2.57912
C -4.41956 -2.47958 1.52318
H -1.82384 -1.57092 1.63173
H 2.27657 4.20313 0.63383
C -4.57175 -0.50588 -0.04153
H 1.80335 1.93772 -1.19705
O -2.97114 0.37485 -1.58186
H 5.04510 -0.67406 -0.88258
C -1.73799 0.93162 -1.59605
N 1.31985 -2.89813 -2.97966
H -0.56620 -1.65146 -0.54671

Results of the Löwdin charge analysis, in e, for atoms 1 through 8:
1 H 0.086
2 C -0.189
3 O 0.067
4 H 0.067
5 C -0.069
6 H 0.108
7 C -0.194
8 C -0.152